[1]
{
  "formula": "C2H9N5",
  "method": "ωB97M-V/def2-TZVPD",
  "elements": ["C", "N", "N", "C", "N", "N", "N", "H", "H", "H", "H", "H", "H", "H", "H", "H"],
  "xyz": [[-0.034, 2.015, -0.599], [0.887, -0.144, -1.007], [-1.629, -1.503, -0.376], [0.445, 0.677, -0.122], [1.388, -1.372, -0.589], [-1.452, -1.519, 0.863], [0.371, 0.393, 1.221], [-0.789, -1.890, -0.835], [2.061, -1.687, -1.278], [1.788, -1.361, 0.347], [-0.184, -0.588, 1.407], [-2.298, -1.175, 1.347], [-0.080, 1.117, 1.763], [0.464, 2.811, -0.046], [-1.109, 2.107, -0.438], [0.172, 2.120, -1.659]],
  "mulliken_charge": [-1.16, -0.42, -0.37, 0.65, -0.44, -0.24, -0.68, 0.37, 0.23, 0.23, 0.40, 0.24, 0.26, 0.32, 0.28, 0.33],
  "energy_ev": -9667.946,
  "e_lumo_ev": 0.6,
  "mol_weight_g_mol": 103.13,
  "e_homo_ev": -8.1456,
  "relative_energy_kcal_mol": 68.0
}


[2]
{
  "formula": "C2H9N5O",
  "method": "ωB97M-V/def2-TZVPD",
  "elements": ["C", "C", "H", "H", "H", "H", "H", "H", "H", "H", "H", "N", "N", "N", "N", "N", "O"],
  "xyz": [[-2.426, -0.339, 0.434], [0.994, 0.152, -0.404], [-2.477, 1.046, 0.163], [-2.392, -0.563, 1.516], [-3.241, -0.934, -0.264], [-1.213, -0.529, -1.326], [0.404, -1.798, -0.847], [0.565, 2.074, -1.526], [0.797, 2.207, 0.762], [1.436, -1.840, 0.812], [3.824, -0.242, 1.423], [-1.242, -1.081, -0.424], [0.185, -0.939, 0.004], [0.025, 1.206, -0.854], [2.275, 0.355, -0.167], [2.816, -0.735, 0.195], [-0.328, 1.961, 0.503]],
  "mulliken_charge": [-0.58, 0.54, 0.19, 0.28, 0.29, 0.36, 0.37, 0.34, 0.38, 0.31, 0.17, -0.47, -0.50, -0.44, -0.13, -0.67, -0.44],
  "energy_ev": -11702.768,
  "e_lumo_ev": -0.5,
  "mol_weight_g_mol": 119.13,
  "e_homo_ev": -8.1214,
  "relative_energy_kcal_mol": 386.1
}


[3]
{
  "formula": "C2H9NO",
  "method": "ωB97M-V/def2-TZVPD",
  "elements": ["C", "C", "N", "H", "H", "H", "H", "H", "H", "H", "H", "H", "O"],
  "xyz": [[1.006, -0.803, 0.739], [-0.108, -1.243, -0.284], [-0.490, -0.082, -1.145], [0.617, -0.049, 1.342], [1.135, -1.772, 1.365], [1.926, -0.338, 0.448], [0.170, -2.124, -0.824], [-1.214, -1.645, 0.088], [0.091, 0.705, -0.874], [-0.468, -0.266, -2.128], [-1.201, 3.222, 0.587], [-0.904, 1.862, 0.081], [-0.559, 2.534, 0.604]],
  "mulliken_charge": [-1.95, -0.91, -1.71, 0.60, 0.47, 0.66, 0.49, 0.23, 0.61, 0.66, 0.92, 0.28, -1.34],
  "energy_ev": -5754.957,
  "e_lumo_ev": [4.3, 4.4],
  "s2": 0.750,
  "mol_weight_g_mol": 63.10,
  "charge": -1,
  "e_homo_ev": [1.4713, -5.2807],
  "spin_multiplicity": 2,
  "relative_energy_kcal_mol": 21.0
}


[4]
{
  "formula": "C2H9NO",
  "method": "ωB97M-V/def2-TZVPD",
  "elements": ["C", "O", "C", "H", "H", "H", "H", "H", "N", "H", "H", "H", "H"],
  "xyz": [[0.530, 1.115, -0.250], [-0.649, 0.528, -0.720], [0.713, 1.084, 1.268], [0.449, 2.170, -0.530], [1.437, 0.729, -0.739], [1.703, 1.530, 1.419], [0.769, 0.054, 1.640], [-0.019, 1.664, 1.834], [-1.041, -1.998, -0.770], [-0.743, -0.459, -0.843], [-1.506, -2.917, -0.805], [-0.862, -1.770, 0.191], [-0.781, -1.731, -1.697]],
  "mulliken_charge": [-0.32, -0.56, -0.85, 0.25, 0.29, 0.30, 0.27, 0.25, -0.64, 0.47, 0.17, 0.17, 0.21],
  "energy_ev": -5756.216,
  "e_lumo_ev": 0.9,
  "mol_weight_g_mol": 63.10,
  "e_homo_ev": -9.7545,
  "relative_energy_kcal_mol": 30.1
}


[5]
{
  "formula": "C2H9NO",
  "method": "ωB97M-V/def2-TZVPD",
  "elements": ["N", "H", "H", "H", "H", "C", "O", "C", "H", "H", "H", "H", "H"],
  "xyz": [[2.716, 3.088, -1.196], [2.738, 4.096, -1.168], [-0.599, 1.009, 5.331], [3.698, 2.824, -1.137], [2.529, 2.903, -2.186], [-1.148, -0.922, -0.561], [-1.341, -1.046, 0.848], [-0.927, -2.209, 0.111], [-2.079, -0.761, -1.086], [-0.270, -0.347, -0.824], [-1.737, -2.923, 0.089], [0.116, -2.477, 0.225], [-0.250, 1.527, 4.927]],
  "mulliken_charge": [-0.67, 0.22, 0.00, 0.22, 0.23, -0.25, -0.37, -0.27, 0.21, 0.21, 0.23, 0.23, 0.00],
  "energy_ev": -5755.029,
  "e_lumo_ev": 1.1,
  "mol_weight_g_mol": 63.10,
  "e_homo_ev": -10.2352,
  "relative_energy_kcal_mol": 57.5
}


[6]
{
  "formula": "C2H9NO",
  "method": "ωB97M-V/def2-TZVPD",
  "elements": ["C", "H", "H", "H", "H", "N", "C", "O", "H", "H", "H", "H", "H"],
  "xyz": [[-5.017, 2.606, -2.799], [-3.946, 2.211, -2.416], [-5.165, 1.678, -3.509], [-5.716, 2.579, -1.992], [-5.161, 3.611, -3.077], [1.941, -0.504, -0.088], [2.363, -1.248, 1.124], [1.279, -1.211, 2.110], [1.808, 0.402, 0.313], [2.721, -0.472, -0.772], [3.406, -0.918, 1.407], [2.648, -2.286, 0.982], [1.517, -1.734, 2.857]],
  "mulliken_charge": [-0.90, 0.20, 0.20, 0.25, 0.25, -0.57, -0.26, -0.51, 0.23, 0.25, 0.25, 0.32, 0.29],
  "energy_ev": -5755.817,
  "e_lumo_ev": 0.9,
  "mol_weight_g_mol": 63.10,
  "e_homo_ev": -9.4572,
  "relative_energy_kcal_mol": 39.4
}


[7]
{
  "formula": "C2H9NO",
  "method": "ωB97M-V/def2-TZVPD",
  "elements": ["C", "C", "N", "H", "H", "H", "H", "H", "H", "H", "H", "H", "O"],
  "xyz": [[0.288, -1.525, -0.206], [0.087, -1.420, 1.299], [-1.296, -2.090, 1.514], [-0.329, -0.855, -0.777], [1.232, -1.402, -0.625], [-0.054, -2.620, -0.535], [0.765, -1.948, 2.010], [0.108, -0.405, 1.623], [-1.157, -3.116, 1.545], [-1.750, -1.718, 2.341], [1.259, 6.292, -2.869], [0.161, 5.401, -2.274], [0.685, 5.407, -3.046]],
  "mulliken_charge": [-0.97, -0.18, -0.16, 0.33, 0.35, 0.27, 0.34, 0.33, 0.35, 0.35, 0.34, 0.31, -0.65],
  "energy_ev": -5747.157,
  "e_lumo_ev": [-3.9, -9.4],
  "s2": 0.754,
  "mol_weight_g_mol": 63.10,
  "charge": 1,
  "e_homo_ev": [-13.2293, -13.2293],
  "spin_multiplicity": 2,
  "relative_energy_kcal_mol": 25.9
}


[8]
{
  "formula": "C2H9NO2",
  "method": "ωB97M-V/def2-TZVPD",
  "elements": ["C", "C", "N", "H", "H", "H", "H", "H", "H", "H", "O", "H", "H", "O"],
  "xyz": [[1.737, -0.180, -0.622], [1.659, 0.142, 0.785], [0.363, -0.331, 0.405], [2.106, 0.526, -1.341], [2.250, -1.120, -0.807], [0.482, -0.557, -0.761], [2.204, -0.507, 1.476], [1.829, 1.166, 1.100], [-0.521, 0.990, -1.017], [-1.863, 0.538, -0.817], [-1.380, 1.094, -1.442], [-3.599, -0.599, 1.486], [-2.165, -0.624, 0.889], [-3.102, -0.537, 0.666]],
  "mulliken_charge": [-0.66, -0.22, -0.43, 0.27, 0.24, 0.32, 0.23, 0.23, 0.36, 0.34, -0.68, 0.31, 0.34, -0.66],
  "energy_ev": -7800.838,
  "e_lumo_ev": 0.6,
  "mol_weight_g_mol": 79.10,
  "e_homo_ev": -9.2810,
  "relative_energy_kcal_mol": 89.7
}